C2H4Cl2 | ωB97M-V with the def2-TZVPD basis set

Structure (SMILES) = ClCCCl
HOMO = -10.932 eV
Kohn-Sham gap = 0.437 Eh

Bonds (Å) are listed after each position.
Atoms and positions in Å:
1 H -7.1434 -16.0308 6.3195  C2 1.090
2 C -8.1102 -16.5271 6.4029  H1 1.090, H3 1.090, Cl6 1.765, C8 1.534
3 H -8.1682 -17.4096 7.0401  C2 1.090
4 H -8.1394 -16.1041 4.1759  C8 1.090
5 Cl -7.5995 -18.4620 4.4579  C8 1.861
6 Cl -9.3965 -15.4652 6.9810  C2 1.765
7 H -9.4662 -16.9446 4.7465  C8 1.090
8 C -8.3961 -16.8483 4.9299  C2 1.534, H4 1.090, Cl5 1.861, H7 1.090

In elementary charge units, the Löwdin charges are:
1 H 0.076
2 C -0.671
3 H 0.062
4 H 0.070
5 Cl 0.467
6 Cl 0.563
7 H 0.048
8 C -0.616